[1]
70
Properties=species:S:1:pos:R:3:mulliken_charge:R:1 method="wB97M-V/def2-TZVPD" total_charge=-2 lumo_ev=4.39 e_tot_ev=-69662.850 fmax_ev_per_a=0.1
Tl 0.524 1.102 -0.192 1.3945
C 1.959 -4.478 0.540 -1.2153
C 2.070 -3.640 -0.724 -0.6785
N 0.807 -3.021 -1.090 1.0699
C -0.191 -3.973 -1.559 -1.0749
C -1.506 -3.877 -0.794 -0.6686
C 0.996 -1.892 -1.985 -0.9944
C -0.253 -1.056 -2.229 -1.0378
N -0.761 -0.457 -1.001 0.9799
C -2.104 -0.162 -0.963 -0.4970
C -2.784 -0.219 0.268 0.1978
F -2.117 -0.626 1.357 -0.4562
C -4.117 0.097 0.396 0.4608
F -4.693 0.006 1.610 -0.4023
C -4.884 0.462 -0.694 -0.6635
C -4.251 0.487 -1.917 0.3728
F -4.953 0.828 -3.017 -0.3859
C -2.907 0.196 -2.058 0.4569
F -2.375 0.303 -3.290 -0.4219
H 2.938 -4.878 0.811 0.4425
H 1.263 -5.313 0.422 0.4083
H 1.617 -3.852 1.365 0.0602
H 2.462 -4.263 -1.555 0.3137
H 2.794 -2.846 -0.547 0.4307
H 0.209 -4.987 -1.454 0.5250
H -0.374 -3.832 -2.635 0.4000
H -1.915 -2.869 -0.846 -0.1770
H -1.341 -4.102 0.261 0.2385
H -2.243 -4.580 -1.195 0.4588
H 1.354 -2.232 -2.979 0.1698
H 1.779 -1.266 -1.550 0.1343
H -1.031 -1.690 -2.670 0.5711
H -0.002 -0.315 -3.000 0.4225
H -5.925 0.729 -0.591 0.4497
O 3.723 -1.958 1.770 -0.8221
C 2.872 -1.120 1.426 0.1026
O 2.780 -0.505 0.339 -0.6366
C 1.790 -0.803 2.477 0.4433
C 1.864 -1.410 3.726 -0.7990
C 0.924 -1.093 4.689 -0.3203
C -0.063 -0.172 4.381 -1.1260
C -0.081 0.383 3.111 -0.5317
N 0.821 0.067 2.178 0.5320
H 2.670 -2.111 3.894 0.5124
H 0.962 -1.555 5.669 0.3825
H -0.821 0.115 5.098 0.4821
H -0.840 1.095 2.813 0.5894
O -4.608 5.142 -0.309 -0.7074
C -3.631 4.418 -0.329 0.5103
C -2.768 4.127 -1.535 -0.0423
O -2.913 4.602 -2.649 -0.7366
C -1.729 3.178 -1.084 1.0999
C -1.911 2.931 0.311 0.3604
O -1.147 2.156 0.998 -0.4829
C -3.057 3.656 0.834 -0.0880
O -3.482 3.664 1.985 -0.7930
O -0.815 2.665 -1.780 -0.9930
C 3.750 1.932 -1.597 -1.0112
Si 2.532 2.583 -0.330 0.1674
C 3.340 2.647 1.361 -1.0062
C 1.925 4.291 -0.808 -1.0257
H 4.642 2.566 -1.630 0.3711
H 3.305 1.913 -2.594 0.2565
H 4.039 0.918 -1.319 0.2103
H 4.176 3.354 1.358 0.4270
H 3.712 1.659 1.631 0.2384
H 2.623 2.967 2.120 0.2328
H 2.762 4.990 -0.905 0.3847
H 1.238 4.675 -0.050 0.2611
H 1.373 4.252 -1.748 0.2739

---

[2]
24
Properties=species:S:1:pos:R:3:mulliken_charge:R:1 method="wB97M-V/def2-TZVPD" lumo_ev=-0.07 e_tot_ev=-15628.825 smiles=CO.O.O.O.O.O.O fmax_ev_per_a=0.7
C -0.084 -2.004 -0.934 -0.1034
O 1.059 -1.522 -1.663 -0.4894
H -0.683 -2.793 -1.387 0.3405
H 0.283 -2.432 -0.001 0.2537
H -0.675 -1.112 -0.782 -0.2226
H 1.281 -2.104 -2.396 0.2716
O -0.247 2.951 2.878 -0.6293
H -0.318 2.029 2.583 0.3238
H 0.180 2.905 3.740 0.3121
O -0.151 0.626 1.099 -0.5778
H 0.759 0.812 0.815 0.3794
H -0.599 0.353 0.297 0.2148
O -2.821 1.178 -1.566 -0.6106
H -1.976 1.121 -2.026 0.3028
H -3.417 1.596 -2.198 0.2890
O 3.446 -1.617 0.739 -0.6391
H 2.718 -1.431 0.142 0.3209
H 3.797 -0.751 0.976 0.3308
O 2.517 0.906 -0.532 -0.6472
H 2.306 0.087 -1.006 0.2851
H 2.380 1.607 -1.180 0.2821
O -3.421 -0.490 0.825 -0.6348
H -3.394 0.107 0.060 0.3275
H -2.943 -0.023 1.519 0.3202

---

[3]
11
Properties=species:S:1:pos:R:3:mulliken_charge:R:1 method="wB97M-V/def2-TZVPD" total_charge=-1 lumo_ev="3.46 / 1.43" e_tot_ev=-20388.459 fmax_ev_per_a=3.4
C -1.066 0.498 -0.404 0.6343
C -0.500 0.335 0.836 0.2941
N -0.682 1.401 -1.363 -0.2889
N -2.257 -0.116 -0.822 -0.3096
N -1.548 1.371 -2.285 -0.4121
N -2.498 0.463 -1.946 -0.3650
N 2.643 -1.166 0.648 0.2556
F -0.946 -0.533 1.712 -0.2650
F 0.657 0.836 1.273 -0.2783
F 3.019 -2.484 0.531 -0.1360
F 3.178 -0.603 1.820 -0.1291

---

[4]
26
Properties=species:S:1:pos:R:3:mulliken_charge:R:1 method="wB97M-V/def2-TZVPD" lumo_ev=0.41 e_tot_ev=-15718.296 smiles="C[C@@]12CC=CC(c3ccccc3)=C1O2" fmax_ev_per_a=4.4
C 3.033 1.180 0.850 -1.6029
C 2.133 0.841 -0.291 1.0164
C 2.520 -0.392 -0.984 -0.8181
C 1.678 -1.569 -0.426 -0.4874
C 0.498 -1.429 0.256 -1.1592
C -0.170 -0.115 0.089 0.5501
C -1.615 -0.001 -0.051 0.9312
C -2.498 -1.066 -0.244 -0.3310
C -3.856 -0.821 -0.189 -0.4033
C -4.351 0.493 0.013 -0.5739
C -3.392 1.537 -0.016 -0.3377
C -2.080 1.286 -0.101 -0.4662
C 0.743 0.860 -0.089 0.0630
O 1.310 1.946 -0.838 -0.5573
H 2.858 0.427 1.556 0.3770
H 2.875 2.149 1.153 0.4629
H 4.225 1.221 0.768 0.2839
H 3.552 -0.735 -0.866 0.3735
H 2.341 -0.335 -2.124 0.3173
H 2.212 -2.458 -0.483 0.4562
H -0.167 -2.089 0.726 0.5941
H -2.159 -2.142 -0.071 0.1206
H -4.524 -1.671 -0.162 0.3745
H -5.456 0.523 -0.041 0.3168
H -3.669 2.632 -0.209 0.2582
H -1.367 2.094 0.219 0.2413

---

[5]
99
Properties=species:S:1:pos:R:3:mulliken_charge:R:1 method="wB97M-V/def2-TZVPD" multiplicity=3 total_charge=+1 lumo_ev="-4.02 / -4.02" e_tot_ev=-155374.299 fmax_ev_per_a=1.5
V 0.102 0.214 -0.900 -0.7193
C 1.525 -1.284 -3.968 -1.0219
C 0.362 -0.667 -4.766 -0.8435
C -0.830 -0.285 -3.891 -0.8879
N -0.466 0.676 -2.818 0.5687
C -0.349 1.965 -3.128 1.0152
C -0.763 2.528 -4.359 -0.6782
C -0.505 3.762 -4.914 -0.5498
C 0.275 4.816 -4.435 -0.5274
C 0.794 4.914 -3.178 -0.8770
C 0.637 4.055 -2.078 -0.7118
C 0.070 2.802 -1.981 1.2829
N -0.122 2.156 -0.791 -0.0081
C -0.174 2.953 0.456 -1.3051
C 1.073 2.818 1.322 -0.6367
C 1.214 1.380 1.814 -1.1284
N 1.326 0.398 0.715 0.8174
C 2.489 -0.229 0.527 1.1119
C 3.713 0.232 1.062 -1.0375
C 4.927 -0.401 1.173 -0.6700
C 5.273 -1.724 0.873 -0.6358
C 4.480 -2.643 0.250 -0.9774
C 3.209 -2.492 -0.334 -0.2658
C 2.346 -1.431 -0.332 0.6138
N 1.160 -1.413 -1.000 1.3440
C 0.704 -2.559 -1.778 -1.0661
C 1.231 -2.610 -3.235 -0.8559
H 1.890 -0.556 -3.258 0.2140
H 2.342 -1.471 -4.659 0.5154
H 0.018 -1.381 -5.522 0.4615
H 0.727 0.217 -5.288 0.4552
H -1.189 -1.185 -3.439 -0.2388
H -1.652 0.085 -4.490 0.6969
H -1.370 1.880 -4.969 0.3575
H -0.941 3.917 -5.895 0.3673
H 0.454 5.646 -5.113 0.3536
H 1.360 5.813 -2.973 0.3520
H 1.063 4.430 -1.153 0.2091
H -1.020 2.591 1.051 0.2054
H -0.382 3.991 0.225 0.7037
H 0.981 3.481 2.188 0.5182
H 1.960 3.113 0.755 0.2886
H 0.317 1.134 2.377 -0.1804
H 2.036 1.278 2.509 0.8717
H 3.692 1.248 1.435 0.3678
H 5.719 0.204 1.605 0.3846
H 6.270 -2.050 1.159 0.3716
H 4.917 -3.629 0.131 0.4117
H 2.871 -3.364 -0.878 0.4647
H -1.074 -3.625 -2.033 -0.0584
H 1.035 -3.469 -1.308 0.2551
H 0.528 -3.217 -3.819 0.5001
H 2.163 -3.173 -3.188 0.3951
C 0.720 -5.125 6.429 -0.4873
C 1.406 -5.346 5.237 -0.6982
C 1.116 -4.575 4.115 -0.5076
C 0.129 -3.577 4.165 0.7447
C -0.536 -3.348 5.377 -0.4189
C -0.246 -4.125 6.499 -0.6595
Sb -0.235 -2.442 2.377 0.6010
C -0.819 -4.206 1.282 0.8084
C 0.228 -4.995 0.772 -0.7691
C -0.028 -6.225 0.159 -0.7147
C -1.338 -6.683 0.044 -0.5584
C -2.388 -5.897 0.511 -1.1664
C -2.135 -4.662 1.114 -0.1954
C -2.161 -1.701 2.969 0.6236
C -3.182 -2.487 3.530 -0.5793
C -4.371 -1.908 3.974 -0.8615
C -4.554 -0.526 3.898 -0.6079
C -3.549 0.276 3.369 -0.4252
C -2.369 -0.313 2.903 -0.3851
H 0.942 -5.728 7.302 0.3804
H 2.170 -6.118 5.181 0.4026
H 1.665 -4.764 3.195 0.1952
H -1.277 -2.561 5.462 0.4151
H -0.777 -3.945 7.431 0.3926
H 1.261 -4.654 0.859 0.3083
H 0.797 -6.828 -0.221 0.4637
H -1.541 -7.645 -0.415 0.4237
H -3.411 -6.245 0.408 0.3897
H -2.972 -4.057 1.436 0.4395
H -3.045 -3.558 3.644 0.5543
H -5.152 -2.538 4.402 0.4333
H -5.470 -0.077 4.275 0.3999
H -3.676 1.358 3.327 0.4063
H -1.594 0.321 2.492 -0.1033
Se -2.642 -5.055 -2.461 0.0320
N -3.554 -3.797 -1.719 -0.7193
C -3.129 -2.581 -1.214 -0.7973
C -4.155 -1.812 -0.672 -0.1756
C -3.944 -0.542 -0.177 -1.2845
C -2.670 -0.045 -0.222 -0.3783
N -1.614 -0.750 -0.678 1.5909
C -1.795 -2.019 -1.184 -0.0152
N -0.796 -2.698 -1.728 1.6400
H -5.147 -2.259 -0.674 0.5094
H -4.749 0.060 0.229 0.5229
H -2.460 0.964 0.103 0.2374

---

[6]
96
Properties=species:S:1:pos:R:3:mulliken_charge:R:1 method="wB97M-V/def2-TZVPD" multiplicity=2 total_charge=+2 lumo_ev="-6.96 / -7.10" e_tot_ev=-288268.765 fmax_ev_per_a=0.8
Re -0.619 -0.236 0.250 0.5676
Se 4.022 -3.601 -3.883 -0.2621
P 2.086 -4.352 -4.004 0.5803
C 1.891 -6.133 -3.761 0.5613
C 0.814 -6.706 -3.085 -0.0520
C 0.716 -8.087 -2.989 -0.9633
C 1.686 -8.894 -3.568 -0.5740
C 2.759 -8.323 -4.242 -0.7252
C 2.867 -6.945 -4.335 -0.5534
C 1.217 -3.955 -5.542 0.1455
C 0.083 -4.674 -5.923 -0.2168
C -0.591 -4.332 -7.086 -0.8545
C -0.134 -3.279 -7.870 -0.5084
C 1.005 -2.574 -7.502 -0.7349
C 1.686 -2.915 -6.341 -0.1823
C 0.951 -3.722 -2.693 -0.6406
C 1.028 -3.659 -1.328 0.4132
N -0.272 -3.433 -0.851 0.3822
N -1.067 -3.273 -1.815 -1.3240
N -0.383 -3.400 -3.008 1.0307
P 2.169 -3.122 -0.033 1.0211
Se 1.861 -0.907 0.287 -0.3833
C 1.689 -4.093 1.389 0.3180
C 1.686 -3.538 2.664 -0.7007
C 1.359 -4.331 3.752 -0.7119
C 1.044 -5.671 3.565 -0.6783
C 1.059 -6.226 2.291 -0.6484
C 1.376 -5.440 1.196 -0.3114
C 3.931 -3.251 -0.276 0.9258
C 4.603 -4.323 0.317 -0.5587
C 5.980 -4.413 0.203 -0.8218
C 6.686 -3.426 -0.471 -0.5880
C 6.020 -2.347 -1.039 -0.8341
C 4.644 -2.258 -0.949 -0.5583
H 0.038 -6.095 -2.639 0.5098
H -0.120 -8.532 -2.466 0.4582
H 1.606 -9.970 -3.494 0.4276
H 3.516 -8.952 -4.690 0.4400
H 3.713 -6.496 -4.841 0.4375
H -0.264 -5.509 -5.327 0.3939
H -1.460 -4.900 -7.391 0.4604
H -0.655 -3.021 -8.783 0.4472
H 1.376 -1.774 -8.128 0.4558
H 2.593 -2.393 -6.059 0.4044
H 1.960 -2.500 2.806 0.6454
H 1.354 -3.906 4.747 0.4979
H 0.789 -6.288 4.416 0.4250
H 0.817 -7.271 2.150 0.4776
H 1.375 -5.873 0.201 0.5494
H 4.061 -5.082 0.864 0.3812
H 6.502 -5.246 0.654 0.4609
H 7.763 -3.493 -0.545 0.4293
H 6.574 -1.578 -1.559 0.4511
H 4.132 -1.420 -1.401 0.3992
O -3.136 6.534 1.964 -0.4594
C -2.121 5.940 2.613 0.4828
O -1.573 6.473 3.527 -0.5160
C -1.741 4.548 2.098 0.8988
C -1.398 4.586 0.639 -1.1921
C -1.409 3.490 -0.113 -0.9977
C -1.771 2.193 0.496 0.6834
C -1.791 1.534 2.569 -0.3478
C -1.764 2.798 3.450 -0.8978
N -1.866 1.058 -0.388 0.8998
C -2.499 0.993 -1.622 -0.4355
C -1.934 0.096 -2.445 0.1518
C -2.426 -0.553 -3.644 -1.3364
C -1.815 -1.613 -4.178 -0.9758
C -0.469 -2.028 -3.696 1.3974
C 0.016 -1.195 -2.544 -1.6808
N -0.687 -0.348 -1.900 0.0639
H -3.499 5.984 1.258 0.4051
H -1.100 5.535 0.203 0.5732
H -1.118 3.509 -1.157 0.5686
H -1.967 0.580 3.046 0.6456
H -1.937 2.624 4.507 0.4396
H -3.386 1.585 -1.804 0.5874
H -3.379 -0.217 -4.032 0.4651
H -2.242 -2.148 -5.016 0.5629
H 0.280 -2.035 -4.488 0.1733
H 0.990 -1.426 -2.138 1.5650
O -1.398 -1.822 3.817 -0.5601
N -0.681 -1.227 3.090 0.9718
O 0.280 -0.553 3.302 -0.3643
O -1.073 -1.359 1.696 -0.6413
Br -4.515 1.455 1.228 -0.0450
C -2.811 2.207 1.633 -0.6179
C -2.800 3.474 2.510 -0.3901
C -0.701 3.855 3.069 -0.3435
C 0.551 3.297 2.493 -1.2053
C 0.535 2.198 1.758 -0.4161
N -0.711 1.519 1.459 1.0085
H -3.771 3.828 2.843 0.5500
H -0.493 4.541 3.885 0.7347
H 1.499 3.778 2.696 0.5027
H 1.417 1.739 1.337 0.3805

---

[7]
52
Properties=species:S:1:pos:R:3:mulliken_charge:R:1 method="wB97M-V/def2-TZVPD" lumo_ev=-0.13 e_tot_ev=-45371.763 smiles="C[N+](=O)[O-].C[N+](=O)[O-].C[N+](=O)[O-].C[N+](=O)[O-].COC(=O)OC.COC(=O)OC" fmax_ev_per_a=3.0
C 0.969 -2.598 3.192 -0.4138
N 2.355 -2.018 2.892 0.9417
O 2.574 -1.747 1.729 -0.4866
O 3.099 -1.874 3.837 -0.5753
H 0.509 -1.905 3.873 0.2944
H 1.044 -3.696 3.623 0.2756
H 0.441 -2.527 2.231 -0.0224
C 0.923 1.472 1.069 -0.5818
N -0.535 1.079 1.410 0.9697
O -1.446 1.812 1.061 -0.6619
O -0.758 0.092 2.036 -0.5378
H 0.679 2.272 0.343 0.3062
H 1.478 0.591 0.746 0.0602
H 1.346 1.856 1.973 0.3684
C -3.995 5.841 -1.508 -0.6881
N -4.159 5.982 -2.955 0.8646
O -5.124 6.596 -3.371 -0.5116
O -3.200 5.641 -3.644 -0.5193
H -2.888 5.795 -1.394 0.3027
H -4.593 4.957 -1.100 0.2322
H -4.406 6.688 -1.059 0.3217
C 5.613 0.386 0.920 -0.7100
N 4.528 1.379 0.891 0.9340
O 3.938 1.543 -0.152 -0.4944
O 4.250 2.079 1.828 -0.5424
H 5.398 -0.441 0.251 0.2137
H 5.896 0.082 1.967 0.2948
H 6.557 0.928 0.506 0.3116
C -3.708 0.997 -1.117 -0.3897
O -4.759 0.002 -0.681 -0.3629
C -4.292 -1.140 -0.115 0.7271
O -5.012 -2.005 0.235 -0.5735
O -2.970 -1.202 -0.017 -0.2095
C -2.495 -2.381 0.599 -0.4654
H -3.004 1.340 -0.347 0.1111
H -4.284 1.753 -1.623 0.2595
H -3.008 0.637 -1.825 0.3313
H -1.788 -1.967 1.314 0.0242
H -2.029 -2.944 -0.168 0.1886
H -3.299 -2.907 1.152 0.3683
C 2.820 -0.967 -2.294 -0.5428
O 1.645 -0.911 -1.557 -0.2666
C 1.013 -1.996 -1.155 0.6977
O 0.036 -1.900 -0.523 -0.2014
O 1.580 -3.172 -1.551 -0.4143
C 1.023 -4.396 -1.099 -0.6688
H 2.810 -1.817 -3.019 0.3294
H 3.692 -1.040 -1.634 0.0817
H 2.875 0.011 -2.799 0.2275
H 1.171 -4.572 -0.055 0.2568
H 1.565 -5.190 -1.630 0.2765
H -0.077 -4.497 -1.287 0.2693

---

[8]
24
Properties=species:S:1:pos:R:3:mulliken_charge:R:1 method="wB97M-V/def2-TZVPD" lumo_ev=0.68 e_tot_ev=-12047.036 fmax_ev_per_a=1.5
C 1.005 -1.469 0.008 1.0071
C 2.470 -1.175 -0.223 -1.2191
O 0.247 -1.881 -0.913 -0.8073
O 0.810 -1.976 1.294 -0.5276
H -1.004 -0.786 -0.807 0.3862
H 0.030 -2.547 1.240 0.3782
H 0.538 0.029 0.273 -0.1052
H 2.586 -0.567 -1.117 0.2805
H 2.909 -0.672 0.637 0.3599
H 2.991 -2.125 -0.377 0.3713
C -2.354 -0.278 0.703 -1.0866
C 0.434 1.519 -1.293 -1.6800
N -1.459 0.085 -0.414 -0.3524
C -0.183 1.024 0.006 0.7018
C -0.425 1.935 1.027 -0.9604
H -1.987 0.558 -1.145 0.3889
H -3.089 -1.014 0.367 0.3485
H -1.745 -0.702 1.498 0.3168
H -2.843 0.620 1.070 0.4680
H 0.568 0.694 -1.994 0.4058
H -0.194 2.286 -1.752 0.4411
H 1.410 1.955 -1.086 0.3663
H -0.848 1.627 1.973 0.2616
H 0.136 2.860 1.024 0.2565